No. 1
This record from the Open Molecules 2025 dataset describes an isolated molecule of C14H17Br at a distorted geometry. The level of theory is ωB97M-V/def2-TZVPD.

Element x y z (Å)
C -0.87 -1.83 -1.18
C 0.24 -1.55 -2.10
C -1.31 -0.93 -0.23
C 1.06 -0.51 -1.80
C -0.73 -0.23 2.50
C -3.32 3.11 -0.38
C 3.75 -2.16 0.58
C -0.73 0.66 1.55
C -2.61 2.01 -0.12
C 3.20 -1.01 0.31
C -0.62 0.44 0.03
C 0.95 0.16 -0.47
C -1.29 1.56 -0.73
C 1.75 -0.64 0.61
Br 2.02 1.92 -0.48
H -1.44 -2.82 -1.20
H 0.39 -2.14 -2.95
H -2.13 -1.28 0.31
H 1.92 -0.18 -2.48
H -0.90 0.01 3.57
H -0.81 -1.27 2.41
H -4.30 3.29 0.00
H -3.08 4.08 -0.94
H 4.78 -2.30 0.32
H 3.21 -3.03 0.96
H -0.88 1.75 1.66
H -3.00 1.28 0.58
H 3.87 -0.32 -0.01
H -1.54 1.38 -1.85
H -0.57 2.38 -0.80
H 1.29 -1.63 0.68
H 1.71 -0.20 1.63

The calculation puts the LUMO energy at 0.011 Ha. As for the charge: 0. Its orbital gap is 0.327 Ha. The structure (SMILES) is C=CC[C@@]1(C=C)C=CC=C[C@]1(Br)CC=C. Its largest force on an atom is 3.8 eV/Å. As for the energy above the lowest of the compared OMol25 structures with the same formula, charge and spin: 0.0 kJ/mol. The value obtained for the HOMO energy is -8.620 eV.

---

No. 2
This record from the Open Molecules 2025 dataset describes a cluster of 4 separate species, C4H17N2O4 in total at a distorted geometry. The level of theory is ωB97M-V/def2-TZVPD.

Element x y z (Å)
N 0.33 -0.67 -0.55
C 0.07 0.64 0.09
C -0.81 0.46 1.36
C -2.11 -0.28 1.10
O -2.13 -1.35 0.53
C 1.37 1.38 0.47
N 2.52 0.48 0.58
H -0.49 -1.27 -0.65
H 0.99 -1.20 0.05
H 0.77 -0.54 -1.49
H -0.48 1.22 -0.65
H -0.17 -0.14 2.01
H -0.92 1.43 1.83
H -3.03 0.25 1.37
H 1.53 2.13 -0.30
H 1.27 1.87 1.44
H 2.92 0.44 1.50
H 3.23 0.69 -0.10
H 0.94 -3.64 0.62
H 2.42 -3.29 0.92
O 1.59 -2.92 0.59
H -0.21 -0.67 -3.45
H 0.97 0.18 -3.92
O 0.72 -0.46 -3.24
H -1.91 3.74 0.09
H -3.19 2.88 -0.04
O -2.21 2.87 -0.09

The calculation puts the LUMO energy at -0.095 Ha. As for the charge: +1. Its orbital gap is 0.390 Ha. Its largest force on an atom is 1.8 eV/Å. As for the energy above the lowest of the compared OMol25 structures with the same formula, charge and spin: 141.7 kJ/mol. The value obtained for the HOMO energy is -13.188 eV.

---

No. 3
This record from the Open Molecules 2025 dataset describes the ion C2H8N3P2 with charge +1 at a distorted geometry. The level of theory is ωB97M-V/def2-TZVPD.

Element x y z (Å)
C 0.28 0.95 0.46
C 2.28 -0.29 -0.15
N -0.73 1.35 -2.20
N 1.47 0.68 0.65
N -1.07 -0.89 1.45
P -0.76 0.52 -0.92
P -2.21 -0.46 0.54
H 1.56 -1.05 -0.77
H 2.86 0.36 -0.96
H 2.86 -0.95 0.45
H -1.49 1.28 -2.87
H 1.93 1.06 1.43
H -1.00 -1.43 2.26
H -2.69 -1.38 -0.42
H -3.28 0.25 1.07

The calculation puts the LUMO energy (alpha / beta) at -0.211 / -0.211 Ha. As for the charge: +1. Its orbital gap (alpha / beta) is 0.273 / 0.273 Ha. Its largest force on an atom is 4.1 eV/Å. As for the energy above the lowest of the compared OMol25 structures with the same formula, charge and spin: 401.6 kJ/mol. The value obtained for the HOMO energy (alpha / beta) is -13.164 / -13.167 eV.

---

No. 4
This record from the Open Molecules 2025 dataset describes a structure of composition C23H41BrO4PS3SiW. The level of theory is ωB97M-V/def2-TZVPD.

Element x y z (Å)
W -0.09 -2.36 0.16
O 1.68 -1.89 1.58
C 1.55 -3.12 1.62
O 0.27 -3.54 1.63
C 2.58 -4.09 1.24
C 3.55 -4.64 2.05
C 4.48 -5.50 1.48
C 4.44 -5.79 0.12
C 3.47 -5.22 -0.70
C 2.53 -4.37 -0.14
S 1.25 -3.71 -1.17
H 3.58 -4.41 3.11
H 5.24 -5.95 2.10
H 5.17 -6.45 -0.31
H 3.44 -5.45 -1.76
C -5.34 -2.77 -1.83
C -5.43 -1.62 -0.87
O -4.10 -1.21 -0.37
P -3.11 -2.07 0.44
S -1.71 -0.90 1.30
S -1.99 -3.34 -0.74
O -3.85 -3.00 1.43
C -4.19 -2.71 2.84
C -5.28 -1.68 2.95
H -6.34 -2.96 -2.24
H -5.01 -3.69 -1.35
H -4.68 -2.53 -2.67
H -6.03 -1.86 0.01
H -5.81 -0.72 -1.32
H -3.27 -2.41 3.33
H -4.49 -3.68 3.23
H -4.97 -0.72 2.53
H -5.51 -1.52 4.00
H -6.19 -2.01 2.45
C 2.91 3.91 -1.69
C 2.34 2.50 -1.95
C 1.76 2.46 -3.38
C 3.51 1.50 -1.92
Si 1.02 2.26 -0.61
Br 0.82 -0.30 -1.03
C 1.58 2.33 1.20
C 0.70 1.48 2.13
C 1.49 3.81 1.63
C 3.03 1.85 1.39
C -0.74 2.87 -1.00
C -0.58 4.36 -1.39
C -1.71 2.81 0.19
C -1.40 2.11 -2.16
H 3.60 4.15 -2.50
H 3.49 3.96 -0.76
H 2.16 4.70 -1.67
H 2.58 2.64 -4.08
H 1.01 3.22 -3.57
H 1.34 1.48 -3.62
H 4.27 1.86 -2.61
H 3.21 0.51 -2.26
H 3.97 1.40 -0.94
H -0.35 1.75 2.09
H 1.04 1.65 3.16
H 0.82 0.42 1.93
H 0.47 4.19 1.63
H 2.11 4.47 1.01
H 1.87 3.89 2.65
H 3.17 0.81 1.08
H 3.27 1.91 2.45
H 3.75 2.47 0.86
H -0.10 4.96 -0.61
H -1.58 4.78 -1.54
H -0.03 4.51 -2.32
H -1.38 3.40 1.04
H -1.89 1.78 0.51
H -2.67 3.22 -0.14
H -0.79 2.06 -3.06
H -2.32 2.63 -2.42
H -1.66 1.09 -1.87

The calculation puts the LUMO energy (alpha / beta) at -0.298 / -0.295 Ha. Its expectation value of S² is 0.76. As for the charge: +2. Its orbital gap (alpha / beta) is 0.229 / 0.240 Ha. Its largest force on an atom is 0.9 eV/Å. The multiplicity is 2. As for the energy above the lowest of the compared OMol25 structures with the same formula, charge and spin: 31.8 kJ/mol. The value obtained for the HOMO energy (alpha / beta) is -14.353 / -14.558 eV.